This record from the Open Molecules 2025 dataset describes C28H29Br2N4O9Sr as an isolated structure at a distorted geometry. The level of theory is ωB97M-V with the def2-TZVPD basis set.

```
73
Properties=species:S:1:pos:R:3:mulliken_charge:R:1
Sr 1.1155 11.0425 -17.0252 1.94
C 4.1393 12.7340 -13.8279 -0.84
C 4.1125 12.9341 -15.3638 -0.78
O 2.9823 12.4299 -15.9845 -0.52
H 5.0629 13.1807 -13.4598 0.29
H 4.1478 11.6660 -13.6100 0.30
H 3.3386 13.3819 -13.4713 0.16
H 4.9689 12.3330 -15.6692 0.55
H 4.3675 13.9380 -15.7032 0.12
Br 6.9221 8.2362 -9.1737 -0.15
C 5.6565 9.7300 -9.2701 -0.64
C 5.5354 10.3958 -10.7316 -0.58
Br 4.8961 12.2621 -10.5928 -0.13
H 6.0150 10.4798 -8.5649 0.34
H 4.7127 9.4629 -8.7947 0.40
H 4.9292 9.8979 -11.4884 0.38
H 6.5075 10.4950 -11.2148 0.39
C 4.7080 16.0896 -12.6790 0.00
C 4.1773 16.9784 -13.6040 -0.51
C 3.6157 18.1578 -13.1379 0.00
C 3.5242 18.4822 -11.7720 -0.53
C 4.1150 17.6022 -10.9027 -0.10
C 4.7806 16.4770 -11.3180 -1.00
N 2.7970 19.6167 -11.2693 0.98
O 2.0585 20.2569 -11.9674 -0.57
O 2.8800 19.8895 -10.0702 -0.59
H 5.2000 15.1923 -13.0244 0.58
H 4.2335 16.8034 -14.6682 0.46
H 3.2808 18.8778 -13.8699 0.40
H 4.0240 17.8134 -9.8475 0.48
H 5.1914 15.8126 -10.5722 0.39
C 0.9197 15.3241 -13.1624 -0.71
C 0.3117 16.3459 -12.4839 -0.50
C 0.0034 17.5784 -13.1446 -0.66
C 0.0621 17.5560 -14.5423 -0.09
C 0.7079 16.5220 -15.2578 -0.08
C 1.2071 15.4549 -14.5620 -0.04
N -0.6321 18.6546 -15.2782 0.88
O -0.3373 18.6554 -16.5002 -0.55
O -1.4720 19.4536 -14.7398 -0.54
H 1.2413 14.3886 -12.7291 0.43
H 0.1620 16.3265 -11.4145 0.45
H -0.3885 18.4458 -12.6343 0.53
H 0.9236 16.5498 -16.3157 0.35
H 1.7942 14.7151 -15.0858 0.55
C 6.9564 13.1162 -20.3465 -0.50
C 6.6864 12.2111 -21.3153 -0.54
C 5.7042 11.2788 -21.1275 -0.37
C 4.8945 11.2842 -20.0338 -0.17
C 5.2096 12.1539 -18.9746 0.06
C 6.2606 13.0465 -19.1600 -0.29
N 3.7110 10.3672 -19.8892 0.66
O 3.0450 10.4988 -18.8601 -0.48
O 3.3774 9.5949 -20.8098 -0.51
H 7.7886 13.7914 -20.4806 0.41
H 7.3774 12.1406 -22.1424 0.37
H 5.5251 10.5214 -21.8762 0.43
H 4.5414 12.0030 -18.1397 0.42
H 6.4693 13.7143 -18.3372 0.44
C 3.0018 17.7735 -18.6548 -0.75
C 1.7947 17.7813 -19.3261 -0.44
C 1.0942 16.5620 -19.4675 -0.74
C 1.6847 15.3877 -19.0650 0.47
C 2.9342 15.3664 -18.4110 0.04
C 3.4930 16.5803 -18.1458 -0.32
N 1.0470 14.0933 -19.3470 0.53
O 0.2900 13.9261 -20.2835 -0.57
O 1.2178 13.2655 -18.4963 -0.25
H 3.4626 18.7216 -18.4199 0.41
H 1.3818 18.7313 -19.6318 0.42
H 0.1511 16.4560 -19.9830 0.50
H 3.3659 14.4305 -18.0882 0.13
H 4.4374 16.7314 -17.6440 0.44
```

Calculated values
2S+1: 1
E_tot in eV: -194796.8650
Molar mass in g/mol: 813.0
LUMO energy in Eh: -0.16861
HOMO-LUMO gap in eV: 6.49
HOMO in Eh: -0.40695
Total charge: +1

This record from the Open Molecules 2025 dataset describes C28H29CaN4O2S as an isolated structure. The level of theory is ωB97M-V with the def2-TZVPD basis set.

```
65
Properties=species:S:1:pos:R:3:mulliken_charge:R:1
Ca -0.0075 -0.5111 -0.4405 1.36
C -1.2715 1.3285 -2.8910 -1.20
N -0.5616 1.7475 -1.6643 1.08
C 0.6499 2.4884 -2.0422 -1.26
C -1.4618 2.5301 -0.8146 -0.05
C -1.9250 3.7593 -1.2579 -0.25
C -2.8538 4.5009 -0.5397 -0.96
C -3.3445 3.9616 0.6423 -0.71
C -2.8821 2.7403 1.1057 -0.73
C -1.8993 1.9958 0.4220 -0.48
N -1.4001 0.7742 0.8464 0.92
C -1.3389 0.4275 2.1850 -0.54
C -1.3396 1.3228 3.2724 -0.51
C -1.1158 0.9032 4.5784 -0.85
C -0.8942 -0.4337 4.8676 -1.01
C -0.9113 -1.3454 3.8139 0.04
C -1.1259 -0.9479 2.5061 0.05
N -1.1367 -1.8977 1.4154 1.06
C -0.3930 -3.1335 1.6415 -1.39
C -2.5207 -2.1977 1.0096 -1.29
H -1.5485 2.2019 -3.4956 0.37
H -0.6202 0.6742 -3.4715 0.32
H -2.1619 0.7585 -2.6398 0.35
H 0.4208 3.3281 -2.7106 0.38
H 1.1330 2.8795 -1.1458 0.31
H 1.3354 1.8042 -2.5381 0.29
H -1.5589 4.1373 -2.2058 0.27
H -3.1999 5.4579 -0.9084 0.38
H -4.1033 4.4897 1.2098 0.37
H -3.3008 2.3276 2.0133 0.57
H -1.4561 2.3792 3.0738 0.52
H -1.0964 1.6429 5.3719 0.36
H -0.7153 -0.7693 5.8815 0.38
H -0.7452 -2.3969 4.0140 0.34
H -0.9000 -3.7967 2.3573 0.38
H -0.2907 -3.6486 0.6867 0.22
H 0.6024 -2.8997 2.0193 0.40
H -3.0422 -2.7179 1.8237 0.29
H -3.0406 -1.2672 0.7861 0.23
H -2.5013 -2.8178 0.1143 0.40
O 1.7692 -0.4035 -1.9206 -0.62
C 1.5235 -1.6491 -1.9482 0.57
O 1.3750 -2.3122 -0.8814 -0.63
C 1.1750 -2.2962 -3.2577 -0.02
C 2.1662 -2.5369 -4.2002 -0.18
C 1.8609 -3.1386 -5.4127 -0.64
C 0.5337 -3.4653 -5.6712 -0.48
C -0.4584 -3.1909 -4.7395 -0.62
C -0.1819 -2.5995 -3.4977 0.26
S -1.4775 -2.2117 -2.3373 -0.38
H 3.1869 -2.2474 -3.9729 0.41
H 2.6347 -3.3372 -6.1438 0.37
H 0.2654 -3.9297 -6.6140 0.34
H -1.4914 -3.4279 -4.9681 0.39
C 3.8331 0.2784 3.3074 -0.22
C 3.9169 -0.6731 2.3043 -0.86
C 2.9359 -0.7073 1.3262 -0.28
N 1.8986 0.1427 1.3097 0.20
C 1.8364 1.0602 2.2780 -0.25
C 2.7731 1.1688 3.2922 -1.07
H 4.5815 0.3243 4.0896 0.38
H 4.7271 -1.3897 2.2711 0.43
H 2.9510 -1.4402 0.5276 0.39
H 0.9880 1.7312 2.2362 0.69
H 2.6540 1.9294 4.0523 0.41
```

Calculated values
2S+1: 1
E_tot in eV: -68842.3721
Molar mass in g/mol: 525.7
LUMO energy in Eh: 0.09670
HOMO-LUMO gap in eV: 6.52
HOMO in Eh: -0.14296
Total charge: -1

This record from the Open Molecules 2025 dataset describes C28H29Cl2N4STi as an isolated structure. The level of theory is ωB97M-V with the def2-TZVPD basis set.

```
65
Properties=species:S:1:pos:R:3:mulliken_charge:R:1
Ti -0.1820 0.0099 -0.0987 -0.24
C 1.3669 0.9136 3.1888 -0.67
C 2.2165 1.9262 2.4126 -0.79
C 2.0311 1.9142 0.8874 -1.22
N 0.6293 1.8591 0.5175 1.10
C -0.1449 2.9217 0.6217 0.39
C 0.3969 4.2107 0.8303 -0.33
C -0.1703 5.4476 1.0406 -0.76
C -1.5021 5.7854 1.1966 -0.66
C -2.5556 4.9002 1.0991 -0.72
C -2.5897 3.5540 0.7719 -1.02
C -1.5954 2.6042 0.4499 1.07
N -1.8390 1.3435 0.1064 0.58
C -3.1931 1.0393 -0.3413 -0.60
C -3.5634 -0.4389 -0.4312 -0.82
C -2.5510 -1.3061 -1.1733 -1.27
N -1.4056 -1.5369 -0.3202 -0.01
C -1.4282 -2.5005 0.6490 0.82
C -2.4998 -3.4602 0.7427 -0.62
C -2.7501 -4.4523 1.6387 -0.63
C -2.0002 -4.8739 2.7651 -0.76
C -0.7880 -4.3334 3.1501 -0.76
C -0.0375 -3.2948 2.6187 -0.84
C -0.2952 -2.4190 1.5168 1.56
N 0.5236 -1.3778 1.2045 0.47
C 1.8250 -1.2746 1.8480 -1.48
C 1.8552 -0.5352 3.1899 -0.48
H 0.3379 0.9488 2.8213 0.07
H 1.3251 1.2414 4.2315 0.43
H 3.2785 1.7747 2.6372 0.50
H 1.9573 2.9266 2.7705 0.32
H 2.5190 1.0385 0.4551 0.11
H 2.5681 2.7552 0.4358 0.38
H 1.4755 4.2454 0.7647 0.34
H 0.5418 6.2640 1.1109 0.33
H -1.7402 6.8203 1.4110 0.33
H -3.5361 5.3270 1.2901 0.30
H -3.6014 3.1781 0.7446 0.13
H -3.3183 1.5007 -1.3316 0.44
H -3.9555 1.4828 0.3041 0.26
H -4.5388 -0.4896 -0.9271 0.44
H -3.6889 -0.8561 0.5728 0.44
H -2.2043 -0.7794 -2.0711 0.41
H -3.0264 -2.2296 -1.5178 0.40
H -3.2522 -3.3697 -0.0292 0.05
H -3.6667 -5.0066 1.4536 0.30
H -2.3978 -5.6902 3.3549 0.30
H -0.3404 -4.7936 4.0282 0.27
H 0.8779 -3.1008 3.1597 0.10
H 2.4968 -0.7667 1.1502 0.32
H 2.2578 -2.2715 1.9866 0.53
H 2.8871 -0.5622 3.5614 0.43
H 1.2453 -1.0956 3.9035 0.40
Cl 1.0807 -0.2231 -2.3505 -0.12
C 1.8601 1.3504 -2.4440 0.65
C 3.2330 1.3683 -2.2966 -0.77
C 3.9041 2.5799 -2.3413 -0.54
C 3.1595 3.7416 -2.5220 -0.79
C 1.7885 3.6864 -2.6775 0.66
Cl 0.9518 5.1926 -2.9025 -0.23
C 1.0438 2.4776 -2.6823 -0.43
S -0.6420 2.3712 -2.9072 -0.27
H 3.7675 0.4403 -2.1384 0.41
H 4.9784 2.6222 -2.2298 0.36
H 3.6464 4.7078 -2.5494 0.41
```

Calculated values
2S+1: 3
E_tot in eV: -94464.2760
Molar mass in g/mol: 572.4
LUMO energy (alpha / beta) in Eh: 0.09716 / 0.09714
HOMO-LUMO gap (alpha / beta) in eV: 4.81 / 6.81
HOMO (alpha / beta) in Eh: -0.07944 / -0.15329
Total charge: -1

This record from the Open Molecules 2025 dataset describes C28H29ClFGeN2O11OsPS as an isolated structure. The level of theory is ωB97M-V with the def2-TZVPD basis set.

```
76
Properties=species:S:1:pos:R:3:mulliken_charge:R:1
Os 0.7658 0.1646 0.3165 2.28
O 1.4994 -0.4470 -3.7795 -0.70
S 0.7193 -0.6784 -2.6088 1.41
O 1.4070 -1.3242 -1.4494 -0.66
O -0.0187 0.4859 -2.0558 -0.64
C -0.5771 -1.8194 -2.9096 0.34
C -0.7829 -2.4222 -4.1316 -0.46
C -1.8266 -3.3337 -4.2616 -0.69
C -2.6272 -3.6298 -3.1737 -0.84
C -2.4022 -3.0182 -1.9439 -0.31
C -1.3767 -2.0953 -1.8034 0.17
P -1.1537 -1.3052 -0.1597 -1.30
C -2.6994 -0.4099 0.0948 1.90
C -2.7184 0.9496 -0.2016 -0.73
C -3.9083 1.6588 -0.1218 -0.73
C -5.0771 1.0174 0.2571 -0.60
C -5.0646 -0.3400 0.5496 -0.99
C -3.8817 -1.0547 0.4609 -0.52
C -1.0477 -2.7481 0.9250 0.88
C -0.1012 -3.7090 0.5688 -0.86
C 0.1182 -4.8008 1.3912 -0.72
C -0.6057 -4.9432 2.5665 -0.64
C -1.5465 -3.9898 2.9242 -0.94
C -1.7666 -2.8891 2.1097 -0.16
H -0.1312 -2.1806 -4.9587 0.61
H -2.0044 -3.8160 -5.2126 0.41
H -3.4321 -4.3451 -3.2726 0.44
H -3.0281 -3.2816 -1.1021 0.29
H -1.8166 1.4664 -0.5122 0.44
H -3.9136 2.7153 -0.3502 0.49
H -6.0016 1.5754 0.3257 0.41
H -5.9755 -0.8425 0.8430 0.46
H -3.8859 -2.1129 0.6876 0.42
H 0.4790 -3.5914 -0.3388 0.43
H 0.8597 -5.5367 1.1151 0.46
H -0.4311 -5.7969 3.2064 0.40
H -2.1079 -4.0965 3.8419 0.45
H -2.4932 -2.1474 2.4087 0.46
O 2.7106 -0.9485 1.0552 -0.67
Cl 3.2433 0.0946 1.9768 1.89
O 4.5947 0.3848 1.6957 -0.63
O 3.0312 -0.3027 3.3257 -0.62
O 2.3699 1.2587 1.6416 -0.58
C -1.4937 0.9092 4.7116 -1.35
Ge -0.3127 1.6428 3.3341 0.78
C 1.2520 2.3898 4.1912 -1.24
C -1.2715 3.0358 2.3681 -1.14
C -0.1104 0.0267 2.1723 -0.41
H -1.6863 1.6567 5.4805 0.40
H -1.0319 0.0449 5.1881 0.39
H -2.4496 0.6011 4.2886 0.37
H 0.8741 3.0295 4.9916 0.43
H 1.8417 2.9872 3.5028 0.33
H 1.8894 1.6209 4.6200 0.38
H -1.3110 3.9409 2.9747 0.50
H -2.2918 2.7138 2.1678 0.27
H -0.7791 3.2774 1.4289 0.24
H -1.1450 -0.3170 2.1403 -0.38
H 0.4783 -0.7332 2.6981 0.95
F 3.6355 1.2425 -5.6664 -0.34
C 3.9371 1.9335 -4.5662 0.38
C 2.9895 2.3970 -3.7507 -0.09
N 3.2927 3.1325 -2.6208 0.19
C 2.2374 3.4665 -1.6928 -1.62
C 1.7936 2.2552 -0.9263 1.45
O 0.7522 2.3373 -0.1907 -0.64
O 2.3974 1.1755 -1.0157 -0.77
C 4.5982 3.3574 -2.2288 0.51
O 4.8942 3.9462 -1.2154 -0.63
N 5.5461 2.8702 -3.1075 -0.07
C 5.3541 2.1471 -4.2818 0.26
O 6.2802 1.7652 -4.9542 -0.62
H 1.9431 2.2019 -3.9360 0.43
H 1.3806 3.8884 -2.2201 0.31
H 2.6130 4.2138 -0.9909 0.45
H 6.5079 3.0291 -2.8344 0.24
```

Calculated values
2S+1: 5
E_tot in eV: -149348.0965
Molar mass in g/mol: 949.9
LUMO energy (alpha / beta) in Eh: -0.02844 / -0.06914
HOMO-LUMO gap (alpha / beta) in eV: 7.89 / 6.82
HOMO (alpha / beta) in Eh: -0.31847 / -0.31963
Total charge: 0

This record from the Open Molecules 2025 dataset describes C28H29ClN8O3PRe as an isolated structure at a distorted geometry. The level of theory is ωB97M-V with the def2-TZVPD basis set.

```
71
Properties=species:S:1:pos:R:3:mulliken_charge:R:1
Re 0.0776 0.6548 0.2578 1.93
N -0.4502 2.8129 0.6042 -0.65
C 0.3916 3.7889 -0.1368 -0.24
C 0.3268 3.6139 -1.6484 -0.68
C 1.0207 2.3161 -2.1498 0.53
O 1.8422 2.3535 -3.0215 -0.52
O 0.6291 1.2267 -1.5597 -0.73
H -1.4167 2.9492 0.2877 0.33
H -0.4459 3.1002 1.5869 0.35
H 1.4248 3.6757 0.2036 -0.02
H 0.0669 4.8057 0.1060 0.57
H 0.8478 4.4425 -2.1301 0.44
H -0.7069 3.6061 -2.0028 0.28
Cl -0.5223 0.1507 2.4929 -0.23
C 0.8148 0.3961 3.5780 0.58
C 0.5940 0.4018 4.9429 -0.47
C 1.6746 0.6014 5.7913 -0.68
C 2.9542 0.7457 5.2750 -0.90
C 3.1613 0.7188 3.9064 -0.52
C 2.0834 0.5752 3.0343 -0.21
P 2.3486 0.5944 1.2351 1.96
C 3.3218 2.0523 0.8200 0.46
C 3.6090 3.0517 1.7495 -0.65
C 4.4160 4.1095 1.3662 -0.86
C 4.8790 4.2030 0.0588 -0.72
C 4.5565 3.2266 -0.8755 -1.06
C 3.7740 2.1506 -0.5017 -0.86
C 3.4020 -0.8592 1.0108 1.07
C 2.9111 -2.0815 1.4859 -0.55
C 3.7004 -3.2109 1.4168 -0.82
C 4.9827 -3.1326 0.8844 -0.64
C 5.4717 -1.9176 0.4231 -0.78
C 4.6879 -0.7780 0.4792 -0.52
H -0.3970 0.2637 5.3474 0.56
H 1.5088 0.6478 6.8561 0.47
H 3.7891 0.8939 5.9412 0.48
H 4.1538 0.8253 3.4943 0.64
H 3.2448 2.9841 2.7647 0.58
H 4.6845 4.8613 2.0933 0.49
H 5.4802 5.0524 -0.2295 0.47
H 4.9077 3.3091 -1.8901 0.51
H 3.4984 1.3909 -1.2205 0.79
H 1.9188 -2.1383 1.9175 0.38
H 3.3245 -4.1485 1.7917 0.50
H 5.6086 -4.0111 0.8420 0.48
H 6.4767 -1.8469 0.0370 0.50
H 5.0864 0.1675 0.1394 0.46
N -5.8962 -2.4168 0.9106 -0.31
C -4.6737 -1.9470 1.1132 0.32
O -3.9753 -2.2316 2.0714 -0.62
C -4.0714 -1.0013 0.0822 -0.11
C -4.6636 -0.4620 -1.0524 -0.22
C -3.8932 0.3803 -1.8474 -1.09
C -2.5921 0.6821 -1.4808 -0.23
N -2.0303 0.1821 -0.3757 -0.06
C -2.7536 -0.6505 0.3617 0.08
H -6.2768 -3.0395 1.6131 0.28
H -6.4756 -2.1926 0.1186 0.16
H -5.6895 -0.6630 -1.3250 0.41
H -4.3006 0.8144 -2.7477 0.50
H -1.9802 1.3262 -2.0980 0.42
H -2.3218 -1.0921 1.2529 0.60
N 2.4713 -3.0359 -2.5332 -0.58
N 1.5372 -2.5667 -1.7271 1.03
N 0.5438 -3.3070 -1.2986 -1.02
C -0.0975 -2.5113 -0.4715 -0.40
N 0.5042 -1.3141 -0.4118 0.12
N 1.5525 -1.3749 -1.2184 0.02
H 2.2394 -3.8942 -3.0214 0.31
H 3.0518 -2.3522 -3.0033 0.27
H -0.9749 -2.8073 0.0652 0.64
```

Calculated values
2S+1: 4
E_tot in eV: -71485.6099
Molar mass in g/mol: 778.2
LUMO energy (alpha / beta) in Eh: -0.32055 / -0.40914
HOMO-LUMO gap (alpha / beta) in eV: 8.39 / 5.96
HOMO (alpha / beta) in Eh: -0.62884 / -0.62801
Total charge: +3

This record from the Open Molecules 2025 dataset describes C28H29ClNO5S5SeTi as an isolated structure. The level of theory is ωB97M-V with the def2-TZVPD basis set.

```
71
Properties=species:S:1:pos:R:3:mulliken_charge:R:1
Ti -0.6534 0.6972 -0.7146 0.59
C -1.3456 -3.0681 -1.4394 -0.73
C -0.7015 -4.0351 -0.4303 -0.85
S -0.3946 -3.4813 1.2604 -0.26
C 1.2018 -2.6397 1.1564 1.42
C 1.3443 -1.4867 2.1451 -1.73
S 0.2424 -0.0490 1.9873 0.75
C -0.8112 -0.1241 3.4547 -0.97
C -1.9471 -1.1425 3.4926 -0.55
S -3.2196 -0.7648 2.2604 -0.05
C -3.6464 -2.4048 1.6228 -0.53
C -3.7309 -2.4358 0.0929 -1.15
S -2.4029 -1.7001 -0.9030 0.39
H -1.9049 -3.6640 -2.1626 0.69
H -0.5626 -2.5515 -1.9984 0.04
H 0.2497 -4.3753 -0.8431 0.46
H -1.3244 -4.9225 -0.3175 0.44
H 1.3298 -2.2943 0.1291 -1.38
H 1.9946 -3.3595 1.3636 0.62
H 2.3513 -1.0844 2.0247 0.52
H 1.2719 -1.8406 3.1759 0.48
H -1.2041 0.8904 3.5402 0.08
H -0.1551 -0.2763 4.3156 0.51
H -2.3888 -1.1233 4.4911 0.47
H -1.5729 -2.1474 3.3079 0.24
H -4.6179 -2.7077 2.0180 0.43
H -2.9057 -3.1066 1.9883 0.26
H -4.6214 -1.8915 -0.2241 0.48
H -3.8626 -3.4662 -0.2466 0.44
Cl -5.2571 4.4777 -4.8137 -0.28
C -4.0642 3.3922 -4.1138 0.32
C -3.1427 2.7678 -4.9464 -0.69
C -2.2130 1.9080 -4.3741 -0.43
C -2.1740 1.6609 -3.0106 0.09
O -1.2994 0.7715 -2.5230 -0.82
C -3.1143 2.3245 -2.1548 1.61
C -3.1494 2.1580 -0.7531 -0.80
O -2.2964 1.4440 -0.0387 -0.27
C -4.0624 3.1834 -2.7590 -1.32
H -3.1564 2.9459 -6.0124 0.40
H -1.4892 1.3924 -4.9934 0.39
H -3.9373 2.6598 -0.1958 0.18
H -4.7880 3.6908 -2.1349 0.40
O 3.3591 -4.0614 -1.5786 -0.67
S 3.2476 -2.8640 -2.3700 1.22
O 3.4855 -2.9631 -3.7812 -0.72
N 1.8125 -2.1347 -2.0485 -0.39
C 2.0050 -1.0212 -1.3883 -0.20
O 1.1006 -0.3193 -0.8535 0.42
C 3.4276 -0.6370 -1.1585 0.46
C 3.9063 0.5059 -0.5434 -0.09
C 5.2881 0.6503 -0.4571 -0.73
C 6.1439 -0.3201 -0.9744 -0.44
C 5.6493 -1.4627 -1.5955 -0.69
C 4.2769 -1.5919 -1.6706 -0.12
H 3.2144 1.2553 -0.1760 0.30
H 5.7077 1.5328 0.0093 0.42
H 7.2149 -0.1794 -0.8972 0.38
H 6.3137 -2.2127 -2.0033 0.44
Se 0.5876 2.9783 -0.7130 -0.24
C 0.8207 3.2775 1.1669 0.02
C 2.0658 3.6380 1.6788 -0.44
C 2.2511 3.8373 3.0422 -0.59
C 1.1928 3.6779 3.9253 -0.67
C -0.0552 3.3230 3.4243 -0.08
C -0.2418 3.1256 2.0627 -0.45
H 2.8983 3.7596 0.9954 0.41
H 3.2307 4.1156 3.4146 0.37
H 1.3363 3.8319 4.9876 0.38
H -0.8947 3.2031 4.1003 0.42
H -1.2132 2.8338 1.6782 0.41
```

Calculated values
2S+1: 3
E_tot in eV: -196399.4310
Molar mass in g/mol: 782.2
LUMO energy (alpha / beta) in Eh: 0.07787 / 0.07783
HOMO-LUMO gap (alpha / beta) in eV: 5.13 / 6.97
HOMO (alpha / beta) in Eh: -0.11049 / -0.17825
Total charge: -1